i:
Formula: C11H21N5O3
Source: the Open Molecules 2025 dataset
Level of theory: ωB97M-V/def2-TZVPD

CARTESIAN COORDINATES (ANGSTROEM)
O: 0.89 -2.77 -1.53
O: 2.39 -3.04 0.03
O: 3.37 -0.04 2.00
N: -5.15 1.09 -0.83
N: 1.36 -0.97 1.54
N: -3.79 -0.43 0.40
N: 1.55 1.64 -0.13
N: -4.59 1.50 1.39
C: -1.79 -1.84 -0.34
C: 2.27 2.72 -0.86
C: 0.49 -1.80 0.67
C: -3.03 -1.03 -0.76
C: 2.39 0.40 -0.20
C: 1.27 -2.55 -0.42
C: 2.46 -0.19 1.18
C: 3.68 2.40 -0.60
C: -0.67 -0.96 0.11
C: 3.80 0.86 -0.63
C: -4.57 0.69 0.22
H: 1.93 -0.23 -0.90
H: 0.52 1.54 -0.30
H: -0.94 -0.21 0.88
H: 0.11 -2.61 1.30
H: 2.02 2.59 -1.88
H: -5.02 0.44 -1.58
H: -1.56 -2.51 -1.20
H: 3.91 0.47 -1.67
H: -2.17 -2.44 0.45
H: -5.04 2.37 1.26
H: -3.30 -0.34 1.28
H: 2.70 -2.66 0.87
H: -0.27 -0.32 -0.71
H: -2.75 -0.23 -1.51
H: -4.92 1.07 2.26
H: 2.13 3.72 -0.46
H: 3.93 2.66 0.48
H: 1.20 -1.05 2.56
H: 4.37 3.13 -1.18
H: 4.66 0.65 0.07
H: -3.82 -1.69 -1.24

Output
E_HOMO ... -9.00 eV
SMILES string ... [H]/N=C(/N)NCCC[C@H](NC(=O)[C@@H]1CCCN1)C(=O)O
E_LUMO ... 0.362 eV

ii:
Formula: C11H21N5O3
Source: the Open Molecules 2025 dataset
Level of theory: ωB97M-V/def2-TZVPD

CARTESIAN COORDINATES (ANGSTROEM)
O: 2.62 -0.42 1.75
O: 3.73 1.48 1.45
O: 0.45 -1.63 1.30
N: 0.53 0.33 0.00
N: -2.73 0.35 -1.83
N: -2.26 1.54 0.09
N: -3.93 -0.18 0.07
N: -0.13 -0.92 -2.19
C: 2.70 0.86 1.30
C: 0.35 1.37 2.13
C: 1.87 -2.03 -2.47
C: 1.27 1.25 0.86
C: -0.08 -1.73 -1.03
C: -0.86 2.20 2.00
C: 1.07 -2.74 -1.39
C: 0.30 -0.96 0.25
C: -3.02 0.65 -0.58
C: 0.91 -1.09 -3.21
C: -2.16 1.64 1.57
H: 0.77 1.77 3.06
H: 0.41 -1.73 -3.95
H: -0.98 -2.36 -0.79
H: 1.28 -0.20 -3.66
H: -1.96 1.03 -2.04
H: 2.56 -1.31 -1.97
H: 1.18 2.30 0.39
H: -1.98 2.35 -0.43
H: 2.39 -2.64 -3.15
H: -4.49 0.29 0.80
H: 0.29 0.71 -0.90
H: -1.03 -1.05 -2.65
H: -2.88 2.28 1.99
H: -0.76 3.08 1.36
H: -4.32 -0.91 -0.45
H: 0.04 0.41 2.43
H: 0.69 -3.73 -1.68
H: -1.00 2.79 2.99
H: 1.68 -2.87 -0.49
H: -2.29 0.67 2.04
H: 1.71 -0.81 1.52

Output
E_HOMO ... -8.68 eV
SMILES string ... [H]/N=C(/N)NCCC[C@H](NC(=O)[C@@H]1CCCN1)C(=O)O
E_LUMO ... 0.435 eV

Verdict on stability: ii comes out at the bottom.

i:
Formula: C3H10N4S
Source: the Open Molecules 2025 dataset
Level of theory: ωB97M-V/def2-TZVPD

CARTESIAN COORDINATES (ANGSTROEM)
S: -0.01 2.10 -1.09
N: 0.05 0.08 1.03
N: -0.65 0.62 -1.19
N: -1.06 -1.53 -0.43
N: -1.75 -2.12 0.62
C: 1.28 -0.72 1.32
C: -0.61 -0.22 -0.19
C: 2.54 -0.09 0.63
H: 0.23 2.15 0.29
H: 1.12 -1.80 1.15
H: -1.79 -3.22 0.54
H: 3.38 -0.77 0.77
H: 2.80 0.98 0.91
H: -1.56 -1.54 -1.36
H: 1.46 -0.54 2.42
H: -2.71 -1.75 0.70
H: -0.59 -0.21 1.81
H: 2.39 -0.07 -0.51

Output
E_HOMO ... -7.70 eV
SMILES string ... CCN/C(=N\S)NN
E_LUMO ... 0.749 eV

ii:
Formula: C3H10N4S
Source: the Open Molecules 2025 dataset
Level of theory: ωB97M-V/def2-TZVPD

CARTESIAN COORDINATES (ANGSTROEM)
S: -0.50 -1.67 -0.41
N: 1.84 0.50 0.67
N: -1.02 2.06 -0.54
N: -0.91 -0.18 0.32
N: 1.01 1.04 -0.36
C: 2.79 -0.47 0.13
C: -2.28 -0.09 0.80
C: -0.36 1.02 -0.22
H: -2.04 1.92 -0.56
H: 2.36 -1.29 -0.46
H: -2.51 -0.98 1.43
H: -3.03 -0.06 0.02
H: 1.27 1.99 -0.58
H: -2.38 0.79 1.45
H: 3.35 -0.91 0.96
H: -1.17 -1.58 -1.60
H: 3.54 0.06 -0.51
H: 1.25 0.06 1.36

Output
E_HOMO ... -8.57 eV
SMILES string ... [H]/N=C(/NNC)N(C)S
E_LUMO ... 0.625 eV

Verdict on stability: i comes out at the bottom.

i:
Formula: H11O6
Source: the Open Molecules 2025 dataset
Level of theory: ωB97M-V/def2-TZVPD

CARTESIAN COORDINATES (ANGSTROEM)
O: 0.64 -2.06 1.60
O: -0.16 1.16 0.49
O: -1.68 -0.37 -2.28
O: 1.60 0.15 3.21
O: 0.49 -1.14 -0.81
O: -1.29 2.64 -1.94
H: -1.64 1.81 -2.30
H: 0.21 0.31 0.10
H: 1.54 -0.62 2.60
H: -0.26 -2.13 1.89
H: -0.83 -0.65 -1.85
H: 0.60 -1.73 0.64
H: -0.77 2.36 -1.18
H: -0.17 1.03 1.44
H: 1.98 0.86 2.67
H: -1.60 -0.78 -3.12
H: 1.33 -0.84 -1.17

Output
Total charge ... -1
E_HOMO ... -5.52 eV
E_LUMO ... 4.022 eV

ii:
Formula: H11O6
Source: the Open Molecules 2025 dataset
Level of theory: ωB97M-V/def2-TZVPD

CARTESIAN COORDINATES (ANGSTROEM)
O: -0.62 1.67 -1.92
O: -0.55 -1.40 -2.72
O: 1.66 -1.49 2.50
O: 1.65 0.00 0.06
O: -0.45 1.61 0.75
O: -1.84 -0.71 1.28
H: 1.31 -0.65 2.17
H: 2.27 -1.24 3.20
H: 0.33 1.58 -2.05
H: 0.76 0.37 0.28
H: -0.88 2.36 1.17
H: -0.61 1.56 -0.91
H: 1.94 0.67 -0.57
H: -2.51 -0.34 1.88
H: 0.39 -1.39 -2.93
H: -1.33 0.12 1.09
H: -0.76 -0.56 -2.28

Output
Total charge ... -1
E_HOMO ... -5.13 eV
E_LUMO ... 3.839 eV

Verdict on stability: ii comes out at the bottom.